Molecular formula: H43O21
Method: DFT, ωB97M-V with the def2-TZVPD basis set

The geometry in XYZ format:
```
64
Properties=species:S:1:pos:R:3:forces:R:3
O -3.496736 0.281488 -0.147239 0.925 0.213 -0.815
H -0.444804 -2.536630 1.430977 0.116 0.538 0.026
H -2.682653 0.495026 0.378086 -1.438 -0.381 -0.294
O -1.372799 1.494213 -1.571640 -0.165 1.054 -0.725
H -0.536491 1.540943 -1.115688 -0.046 -0.026 0.715
H -4.221510 0.657033 0.345103 -0.208 -0.079 0.202
O 2.183710 -0.137805 0.509991 0.139 1.566 0.215
H 2.560851 0.414913 1.213675 -0.216 -0.687 0.657
H 3.298956 -0.132559 4.460115 -0.049 0.096 0.105
O -2.249290 3.768611 0.449918 -0.272 -0.198 -1.539
H 1.909361 0.543258 4.430908 0.071 -0.091 0.262
H 2.473389 3.682459 -0.476332 -0.355 0.307 -0.005
O 1.037776 -4.158074 0.043398 -0.357 0.504 0.122
H 0.454739 -3.354277 0.102714 0.617 -0.713 -0.497
H 0.427306 -4.826790 0.377182 0.231 -0.283 -0.028
O 2.682304 0.345967 3.897961 -0.066 -0.014 -0.424
H -1.917701 3.063771 1.004452 -0.186 0.446 0.812
H 1.055508 -2.769593 2.384698 -0.130 -0.402 -0.435
O 1.530021 1.337758 -4.774787 -0.561 -0.829 0.199
H 1.822177 0.765319 -3.978509 -0.312 1.032 -0.260
H 1.101744 0.551525 -5.190538 0.451 0.239 -0.804
O -1.107707 0.194394 1.046745 2.140 0.609 -1.162
H -1.393370 0.887417 1.636739 -1.178 -0.615 0.383
H -1.520577 -0.643637 0.735446 -0.071 0.714 1.396
O 3.966130 -0.117209 -2.283181 -0.199 -0.098 0.059
H 3.911200 -0.726294 -1.519907 -0.302 0.145 -0.310
H 4.810743 -0.300118 -2.706573 -0.025 0.049 -0.015
O -1.836168 -0.904735 -2.285730 0.554 -1.057 -1.262
H -2.679294 -0.643023 -2.663366 -0.207 -0.003 0.453
H -1.923923 -0.955067 -1.337473 -0.363 0.087 0.160
O -0.240203 2.883423 2.373457 -0.048 -0.287 -0.143
H -0.544954 2.750043 3.275355 -0.042 0.174 0.151
H 0.593457 2.406325 2.327098 0.116 -0.216 0.128
O -3.290724 0.961201 2.285518 -0.387 0.872 1.008
H -3.785311 1.790598 2.294827 -0.004 -0.005 0.135
H -3.575153 0.487355 3.077161 0.035 -0.209 -0.111
O -0.849241 1.109540 -4.108574 0.283 0.902 -1.060
H -0.755789 0.372128 -3.488343 -0.310 0.007 0.633
H 0.589703 1.751065 -4.534892 0.443 -0.741 0.679
O 0.488118 -3.103078 3.093686 0.838 0.559 -0.016
H 1.109890 -2.905765 3.803687 -0.441 -0.285 0.700
H 1.931191 -1.078058 -2.863839 0.206 0.566 0.032
O 3.605562 -2.111643 -0.406192 -0.267 1.089 -1.969
H 4.553684 -2.020854 -0.357299 0.058 -1.266 1.228
H -2.127903 1.389676 -0.975067 0.384 0.131 -0.085
O -1.946844 -4.684845 0.225762 -0.409 -0.067 -0.411
H -2.745403 4.470139 0.864938 0.044 -0.217 0.808
O 0.341738 4.466364 -0.156866 1.193 0.405 -0.395
H -0.395589 4.648503 -0.741393 -0.423 -0.359 0.442
H 0.079594 3.884971 0.559449 -0.876 0.373 -0.168
O 1.170354 -0.709683 -3.351664 0.602 -1.335 0.550
H 0.663318 -1.528314 -3.473525 -0.453 0.376 -0.160
H -1.323190 1.798428 -3.621860 -0.163 -0.370 0.385
O 2.571938 2.938699 0.117534 0.983 -0.989 -0.028
H 3.044570 -2.680151 0.114530 0.771 -0.641 0.563
H 1.818367 2.966962 0.695147 -0.283 0.357 -0.005
O -2.477110 -1.744221 2.435542 -0.739 0.044 0.060
H -1.677671 -1.221140 2.542096 0.197 -0.348 0.283
H -2.353136 -2.627674 2.793996 0.333 0.118 0.158
O -0.301739 -2.015637 0.628618 -0.541 -0.729 -1.134
H 2.412661 0.504645 -0.184586 -0.359 -0.463 -0.522
H 0.460077 -1.425884 0.645199 0.268 0.341 0.608
H -2.015898 -4.708763 -0.737923 0.463 0.111 0.000
H -2.871257 -4.832642 0.451279 -0.007 -0.025 0.467
```
Forces are in eV/Å.

Summary:
ΔE to the lowest compared entry with this formula, charge and spin ... 115.5 kcal/mol
Charge ... +1
Calculated total energy ... -1605.49705 Ha
Frontier orbital gap ... 10.23 eV